1.
C24H60CrF4NO20P4S2 | ωB97M-V/def2-TZVPD

XYZ file:
```
116
Properties=species:S:1:pos:R:3:forces:R:3:lowdin_charge:R:1
Cr 1.1925 -1.1705 -4.1764 -0.1 0.1 -1.4 1.131
F 1.2427 0.7313 -4.8889 0.0 -2.9 0.8 -0.471
F 0.9924 -3.1663 -4.0415 0.2 3.3 -0.3 -0.474
N 1.6981 -0.6984 -2.3694 -0.4 2.7 2.8 -0.344
S 1.6714 0.7596 -1.4516 -5.0 7.2 -0.3 0.583
O 2.7999 1.6396 -1.6444 -1.8 -1.3 -0.1 -0.216
O 0.9381 0.7769 -0.1728 2.5 -1.1 -1.9 -0.226
F 0.4573 1.2777 -2.3130 0.4 0.7 -0.7 -0.180
S 2.5829 -1.1881 -1.2019 6.2 -11.7 2.6 0.515
O 1.9610 -1.7567 0.0178 1.1 2.5 -2.7 -0.238
O 3.9410 -0.6393 -1.2247 -2.5 0.1 1.0 -0.233
F 2.9737 -2.6452 -1.9247 -0.6 1.1 0.2 -0.228
C -3.8221 5.1120 5.9632 1.2 0.5 1.3 -0.091
C -3.5786 5.7556 4.6083 -1.5 -2.5 0.4 -0.276
O -2.4903 5.1829 3.9238 2.1 -2.5 -1.5 -0.218
P -2.3549 3.5975 3.3603 -0.9 1.8 -0.7 0.579
O -2.8666 2.5510 4.2787 0.6 1.0 -0.8 -0.246
O -3.1248 3.6609 1.8696 1.0 -0.2 3.6 -0.193
C -2.6251 2.6758 0.9654 1.3 0.5 -0.1 -0.307
C -2.0947 3.4813 -0.1843 -0.9 -0.6 -1.3 -0.055
O -0.7892 3.5156 2.9206 -1.3 0.8 0.9 -0.195
C 0.1765 3.7828 3.9844 -0.4 -0.6 1.1 -0.253
C 0.6464 2.4969 4.5868 0.2 -1.0 -0.4 -0.083
H -4.7872 5.3842 6.3906 0.0 0.1 -0.2 0.077
H -3.6948 4.0341 6.0631 -0.2 0.0 -0.8 0.062
H -3.0447 5.5119 6.6143 -0.1 0.1 0.5 0.070
H -4.4389 5.3812 4.0536 -0.5 1.5 -0.5 0.114
H -3.3696 6.8184 4.7307 -0.5 -0.1 -0.5 0.126
H -1.7382 2.1466 1.3139 -0.6 -0.2 0.7 0.067
H -3.4154 1.9749 0.6964 0.1 0.1 0.0 0.129
H -2.9944 3.6056 -0.7870 0.4 0.4 -0.8 0.063
H -1.7071 4.4726 0.0504 0.1 -0.3 0.4 0.092
H -1.3455 2.8664 -0.6830 0.0 0.3 -0.5 0.070
H 1.0021 4.3769 3.5927 -0.3 0.0 -0.2 0.126
H -0.2781 4.2520 4.8569 -0.4 0.9 -0.6 0.106
H 1.1513 1.9160 3.8149 0.4 -0.2 0.4 0.083
H 1.2457 2.6951 5.4754 0.5 0.0 -0.3 0.086
H -0.1638 1.8684 4.9565 -0.3 0.2 -0.2 0.070
C -4.3816 2.2547 -3.3591 0.1 0.0 -1.7 -0.055
C -3.0785 1.4557 -3.6070 -0.7 1.5 0.4 -0.220
O -2.8743 0.5683 -2.4694 1.3 -0.7 -0.5 -0.173
P -2.1471 -0.7925 -2.8457 0.6 -1.7 2.3 0.586
O -0.9799 -0.7540 -3.8165 -0.7 -0.5 1.1 -0.283
O -1.7970 -1.4244 -1.3096 -1.9 4.4 -2.4 -0.211
C -1.0235 -2.5526 -1.1081 -0.7 -2.8 -1.3 -0.257
C -2.0577 -3.7558 -1.2117 1.5 0.2 0.2 -0.034
O -3.3598 -1.6643 -3.4080 1.2 -0.2 -0.8 -0.170
C -4.6381 -1.7546 -2.7822 -1.6 -0.2 0.5 -0.247
C -5.3894 -3.0603 -3.0906 0.9 -1.2 -0.3 -0.062
H -5.2478 1.7279 -2.9587 0.6 -0.1 0.9 0.077
H -4.1415 3.2408 -2.9617 -0.3 -0.4 0.8 0.068
H -4.8372 2.5129 -4.3151 0.4 0.1 -0.6 0.071
H -2.9953 0.9765 -4.5824 -0.5 -0.6 0.2 0.118
H -2.2715 2.1882 -3.6228 0.2 -0.2 0.2 0.120
H -0.2523 -2.4822 -1.8752 0.1 -1.1 -0.1 0.077
H -0.4850 -2.6275 -0.1634 -0.5 0.8 0.2 0.104
H -2.4690 -3.9239 -2.2070 0.4 0.1 -0.1 0.064
H -1.5578 -4.6570 -0.8566 -0.1 -0.2 -0.2 0.075
H -2.9203 -3.5983 -0.5643 0.2 0.4 0.3 0.073
H -4.4988 -1.6298 -1.7083 -0.1 0.0 0.0 0.118
H -5.3251 -0.9818 -3.1268 0.6 0.6 -0.1 0.111
H -5.0927 -3.8641 -2.4168 0.0 0.0 0.2 0.066
H -6.4792 -3.0654 -3.1112 0.0 0.9 0.5 0.078
H -5.1755 -3.4662 -4.0793 0.5 0.4 -0.2 0.080
C 5.9790 1.6587 -2.9091 0.8 -0.3 0.1 -0.070
C 5.0594 1.1672 -3.9881 -1.9 -0.6 1.2 -0.220
O 5.4794 -0.0422 -4.7134 0.5 0.9 0.5 -0.137
P 4.5718 -1.1648 -5.3316 2.5 0.9 -1.7 0.449
O 3.2337 -1.3038 -4.7501 -2.2 -0.3 0.7 -0.254
O 5.5433 -2.4143 -5.2938 -1.2 0.3 0.3 -0.130
C 5.4752 -3.3151 -4.1603 -0.1 -1.7 -0.5 -0.245
C 6.7559 -4.1061 -3.9950 1.3 1.6 1.8 -0.072
O 4.6215 -0.8070 -6.8939 -0.8 -2.3 2.0 -0.152
C 3.6764 0.0033 -7.5332 0.6 1.5 -3.9 -0.247
C 3.4883 -0.4215 -9.0796 -0.3 1.3 1.1 -0.049
H 6.8809 2.1083 -3.3245 0.4 -0.5 0.2 0.079
H 5.5578 2.4659 -2.3099 -0.7 0.0 -0.4 0.084
H 6.1197 0.8672 -2.1730 0.7 -0.1 -0.2 0.080
H 4.1929 0.7817 -3.4509 -0.4 0.6 -0.2 0.070
H 4.7617 2.0271 -4.5883 0.1 -0.6 -0.8 0.130
H 5.1033 -2.8442 -3.2504 0.6 0.4 0.0 0.108
H 4.7582 -4.1262 -4.2873 -0.8 0.5 -0.9 0.120
H 6.5125 -4.8110 -3.2000 0.3 -0.5 -0.4 0.085
H 7.4014 -4.4775 -4.7909 -1.2 -0.5 -0.6 0.085
H 7.5005 -3.4607 -3.5290 0.1 0.3 0.4 0.070
H 2.6915 0.3208 -7.1906 0.0 -1.2 1.3 0.108
H 4.2306 0.9419 -7.5374 -0.3 0.5 -0.5 0.114
H 2.8119 -1.2393 -9.3282 0.4 -0.4 0.6 0.065
H 2.9537 0.4240 -9.5125 0.0 0.3 0.0 0.062
H 4.4079 -0.4655 -9.6632 0.1 -0.4 0.4 0.068
C -1.5382 -0.2885 2.0288 1.0 -2.1 -0.2 -0.040
C -0.7999 -1.5138 2.6910 -0.8 1.7 0.6 -0.198
O -0.3536 -0.9767 3.9799 0.7 -1.0 1.1 -0.211
P 0.1805 -2.0625 5.0423 -1.2 2.2 1.4 0.476
O 0.9592 -3.1621 4.4821 0.1 0.2 0.4 -0.209
O 0.7751 -1.0552 6.2337 -0.2 -0.5 -2.7 -0.209
C 1.2164 -1.7727 7.3741 1.0 -0.1 0.3 -0.283
C 2.3410 -0.9734 8.1231 -1.4 -1.3 0.4 -0.047
O -1.1042 -2.5709 5.8807 0.0 -1.8 -1.4 -0.198
C -2.0676 -1.7259 6.4462 -1.1 2.3 0.5 -0.262
C -3.5710 -2.2552 6.5123 1.5 -1.3 -0.6 -0.040
H -0.8214 0.5262 1.9258 -0.2 -0.1 0.1 0.057
H -1.8115 -0.6672 1.0439 -0.1 0.4 -0.3 0.057
H -2.4551 0.0042 2.5404 0.3 0.0 0.3 0.081
H -1.4754 -2.3448 2.8937 -0.2 0.0 -0.1 0.114
H 0.0767 -1.8999 2.1707 -0.1 0.3 -0.3 0.101
H 0.3147 -2.0768 7.9057 0.2 0.5 0.8 0.102
H 1.6174 -2.7239 7.0240 0.5 -0.1 0.2 0.105
H 3.2671 -0.9938 7.5485 -0.2 0.4 0.0 0.077
H 2.0211 -0.0096 8.5193 0.0 0.3 -0.8 0.070
H 2.5259 -1.5018 9.0584 0.2 -0.4 0.0 0.065
H -1.6622 -1.4266 7.4127 -0.6 -0.5 0.7 0.101
H -1.9771 -0.7525 5.9641 -0.6 0.0 -0.6 0.105
H -4.3458 -1.7457 7.0853 0.8 0.5 0.5 0.068
H -4.0797 -2.4240 5.5632 0.6 0.4 -0.6 0.060
H -3.4733 -3.2810 6.8675 -0.2 0.0 0.5 0.064
```
Forces are in eV/Å.

Output
* electronic energy: -6115.94887 Eh
* spin multiplicity: 4
* ⟨S²⟩: 3.773
* HOMO level (alpha / beta): -10.222 / -10.222 eV
* M: 998.7 g/mol
* maximum force: 13.445 eV/A
* net charge: 0


2.
C24H60F12MnN4O8P2 | ωB97M-V/def2-TZVPD

XYZ file:
```
111
Properties=species:S:1:pos:R:3:forces:R:3:lowdin_charge:R:1
Mn 0.9920 -0.8228 -1.3514 0.5 0.7 -1.0 0.955
P 2.9592 2.1558 -3.1437 0.6 1.9 -2.0 0.259
F 2.1999 1.7621 -4.5447 0.2 -0.3 0.7 -0.173
F 1.7480 3.1277 -2.7258 -1.5 -0.7 1.0 -0.156
F 2.1727 0.9275 -2.3682 0.8 0.1 -0.2 -0.193
F 3.7880 2.5524 -1.8370 -0.1 -0.7 0.3 -0.137
F 4.2032 1.1312 -3.6153 -1.3 1.2 0.6 -0.184
F 3.4588 3.5606 -3.8590 1.6 -1.6 -0.5 -0.184
P 0.5067 -3.8477 0.6570 0.1 -3.7 0.1 0.279
F -1.0206 -3.6169 0.1725 -0.6 -1.1 0.8 -0.154
F 0.7894 -4.6452 -0.8420 -0.3 0.8 2.3 -0.205
F 0.6818 -2.4246 -0.0982 1.8 0.5 -0.1 -0.196
F 2.0817 -4.0252 1.0611 -0.6 0.3 -1.3 -0.153
F 0.3349 -3.0815 2.0160 -0.7 1.1 0.7 -0.127
F 0.1556 -5.2514 1.5043 0.1 1.3 -2.0 -0.178
C -5.1130 -0.2443 -2.7593 -0.3 -0.6 -0.5 -0.141
O -4.3362 0.0046 -1.6140 -0.5 -1.7 2.0 -0.209
C -4.8715 -0.6679 -0.3686 0.7 1.0 0.8 -0.127
C -3.7090 -0.8946 0.7213 0.5 1.4 -3.0 -0.123
N -2.8929 0.3988 0.9469 -1.6 -2.0 1.1 -0.023
C -3.5211 1.0341 2.0990 1.6 1.5 1.0 -0.212
C -2.9747 2.4737 2.3352 -0.1 -1.1 -1.0 -0.171
O -3.2318 3.2340 1.1366 1.1 0.6 1.5 -0.198
C -4.5325 3.6893 0.9679 -1.0 -0.5 -0.8 -0.125
H -6.1745 -0.0234 -2.6471 -0.1 0.6 0.2 0.084
H -5.1323 -1.2855 -3.0810 0.4 -0.5 0.3 0.080
H -4.6836 0.2686 -3.6199 0.0 0.5 0.3 0.086
H -5.4541 -1.5863 -0.4400 0.6 -0.6 -1.1 0.112
H -5.6769 -0.0269 -0.0099 0.3 0.7 0.3 0.101
H -3.0604 -1.6650 0.3043 0.3 0.2 -0.3 0.077
H -4.0136 -1.4004 1.6376 -0.5 0.8 0.2 0.109
H -2.9386 1.0449 0.1719 -0.5 -0.2 -0.5 0.073
H -3.2684 0.4584 2.9894 -0.1 -0.1 0.1 0.100
H -4.6057 1.1388 2.0716 -0.3 -0.3 -0.3 0.109
H -1.9012 2.5643 2.5006 0.2 -0.5 -0.3 0.111
H -3.3898 2.8021 3.2881 -0.7 0.8 -0.3 0.116
H -5.0445 4.1504 1.8125 0.5 0.1 0.5 0.091
H -5.1246 2.8197 0.6828 -0.6 0.1 -0.2 0.074
H -4.5526 4.4030 0.1444 0.1 -0.1 0.0 0.093
C 1.9951 4.1285 2.2700 0.3 -0.9 0.5 -0.078
O 1.3781 3.3264 3.2724 0.3 0.0 -1.0 -0.214
C 1.4798 3.8275 4.5480 -1.2 -0.8 1.2 -0.255
C 0.2891 3.3307 5.4047 0.7 -0.8 0.3 -0.177
N 0.1302 1.8262 5.3748 0.4 0.7 0.8 -0.052
C -1.0933 1.1459 5.8735 1.9 -1.1 -1.3 -0.162
C -1.1794 -0.4174 5.6265 -0.2 1.3 -1.4 -0.194
O -1.0785 -0.5911 4.2236 -0.6 -1.3 -2.2 -0.223
C -1.7059 -1.8049 3.6959 -0.6 -0.4 1.2 -0.100
H 2.0023 3.3780 1.4796 -0.2 1.2 -1.0 0.075
H 3.0293 4.4312 2.4343 0.5 -0.6 0.6 0.087
H 1.5277 5.1113 2.2105 -0.8 -0.3 -0.8 0.093
H 1.4882 4.9168 4.5124 0.1 0.2 0.4 0.122
H 2.3494 3.4184 5.0624 0.6 0.3 -0.1 0.123
H -0.5901 3.9633 5.2826 -0.7 -0.6 -0.9 0.103
H 0.6114 3.6985 6.3789 0.0 -0.5 0.7 0.097
H 0.6324 1.3090 4.6673 -0.2 0.5 -0.2 0.089
H -1.8498 1.5147 5.1807 -1.1 0.2 1.1 0.098
H -1.1365 1.2130 6.9606 -0.8 0.8 -0.1 0.113
H -2.2172 -0.6580 5.8570 0.0 -0.3 0.8 0.112
H -0.4444 -1.0895 6.0694 0.0 0.3 0.7 0.125
H -2.7464 -1.9479 3.9877 -0.5 0.9 0.6 0.074
H -1.3142 -2.7430 4.0891 0.9 0.2 0.1 0.087
H -1.8159 -1.9681 2.6238 1.1 1.1 -0.2 0.062
C 6.0800 -3.3388 -4.1356 -0.2 -0.3 0.1 -0.089
O 5.1548 -2.8468 -3.1583 -0.6 0.1 -1.8 -0.165
C 3.9883 -3.6458 -3.2259 -1.0 -0.5 2.2 -0.230
C 2.9075 -3.0810 -2.3023 -0.3 -1.2 -0.1 -0.171
N 2.4618 -1.7228 -2.7354 1.1 -1.8 -0.4 -0.078
C 1.7165 -1.8391 -3.9728 -3.5 -0.6 -1.5 -0.146
C 0.2076 -2.4576 -3.8126 3.2 0.5 0.9 -0.113
O -0.3266 -1.8691 -2.6121 0.2 -2.0 -1.5 -0.291
C -1.6872 -2.2005 -2.5794 -2.1 1.9 0.8 -0.083
H 6.2092 -4.4088 -3.9730 0.9 -0.1 0.7 0.084
H 6.9691 -2.7085 -4.1140 0.0 -0.4 0.2 0.097
H 5.7097 -3.4144 -5.1580 -0.5 1.0 -0.2 0.083
H 4.2592 -4.5816 -2.7371 -0.2 -0.6 -0.4 0.134
H 3.4533 -3.8429 -4.1549 1.1 0.2 -0.8 0.119
H 3.2822 -3.2427 -1.2915 -0.1 1.2 0.3 0.116
H 2.0292 -3.7264 -2.3078 0.2 -0.2 -0.2 0.096
H 3.3428 -1.4760 -3.1632 0.6 1.9 0.7 0.100
H 2.1844 -2.3879 -4.7902 0.3 -0.5 0.3 0.117
H 1.6072 -0.8571 -4.4331 0.0 0.3 0.5 0.104
H 0.2320 -3.5311 -3.6255 0.2 -0.1 -0.2 0.120
H -0.3769 -2.2913 -4.7175 -0.2 0.5 0.2 0.127
H -2.1280 -2.0075 -1.6013 0.5 -0.1 0.2 0.074
H -2.0535 -3.1857 -2.8677 1.0 -0.3 -0.2 0.115
H -2.1393 -1.4213 -3.1931 -0.6 -0.3 -0.4 0.093
C 4.1131 -0.7659 -0.0775 -1.1 -0.4 0.0 -0.005
O 2.6470 -0.5105 -0.0029 2.5 0.9 1.3 -0.284
C 2.3491 0.2446 1.1978 -1.7 -1.0 -0.6 -0.146
C 0.7990 0.2661 1.2901 -0.4 0.7 0.4 -0.128
N -0.0353 0.3636 0.0259 0.9 -0.2 1.1 -0.108
C -0.0364 1.7391 -0.4994 -0.7 -0.6 0.2 -0.143
C -0.8820 1.8142 -1.8035 1.0 -1.0 0.3 -0.134
O -0.4944 0.7344 -2.6920 0.1 1.1 -0.3 -0.259
C -0.6880 1.1247 -4.0587 0.6 1.0 0.4 -0.075
H 4.3375 -1.6546 0.5123 -0.2 -0.3 -0.1 0.095
H 4.7077 0.0224 0.3841 -0.4 0.4 -0.4 0.096
H 4.3670 -0.9207 -1.1262 0.0 0.2 0.2 0.079
H 2.8442 1.2133 1.2669 0.0 0.1 -0.6 0.117
H 2.6169 -0.3310 2.0839 0.5 -0.1 0.0 0.134
H 0.5047 1.1081 1.9167 0.1 0.2 0.2 0.107
H 0.5103 -0.6139 1.8649 -0.2 -0.1 -0.5 0.101
H -0.9738 0.2006 0.3617 -0.6 -0.6 0.1 0.074
H 1.0387 1.9185 -0.4899 -0.3 1.2 -1.0 0.107
H -0.5594 2.3483 0.2379 0.2 0.5 0.1 0.118
H -0.8035 2.8081 -2.2440 0.2 -0.1 -0.2 0.127
H -1.9320 1.5829 -1.6240 -0.2 0.4 0.6 0.111
H -0.2754 0.3787 -4.7379 -0.6 -0.2 0.2 0.087
H -0.1209 2.0313 -4.2698 0.4 0.0 0.2 0.077
H -1.7064 1.4703 -4.2361 -0.5 -0.8 -0.1 0.092
```
Forces are in eV/Å.

Output
* electronic energy: -4803.67249 Eh
* spin multiplicity: 6
* ⟨S²⟩: 8.752
* HOMO level (alpha / beta): -8.397 / -8.397 eV
* M: 877.6 g/mol
* maximum force: 3.842 eV/A
* net charge: 0